Arrangement w

Computed, not measured: 3 unconnected molecules or ions with the total composition C17H43BN2O4, with ωB97M-V/def2-TZVPD.

- Kohn-Sham gap: 9.4 eV
- HOMO energy: -0.3184 hartree
- LUMO level: 0.8 eV
- SMILES string: COCCNCCOC.COCCNCCOC.BCCCCC

Last columns: bonded neighbours and bond lengths (Å).
Element x y z (Å)
1 B 0.73975 0.40070 -4.05723  C2 1.554, H7 1.196, H8 1.197
2 C 0.17418 1.19807 -2.84898  B1 1.554, C3 1.558, H9 1.091, H10 1.097
3 C -1.31223 1.46214 -3.23465  C2 1.558, C4 1.527, H11 1.100, H12 1.094
4 C -2.27535 0.51677 -2.52064  C3 1.527, C5 1.530, H13 1.094, H14 1.099
5 C -3.74967 0.79261 -2.82393  C4 1.530, C6 1.527, H15 1.094, H16 1.097
6 C -4.10716 0.57246 -4.29183  C5 1.527, H17 1.091, H18 1.092, H19 1.095
7 H 1.45134 0.91391 -4.87032  B1 1.196
8 H 0.38301 -0.72453 -4.25551  B1 1.197
9 H 0.70282 2.12528 -2.62392  C2 1.091
10 H 0.18730 0.60305 -1.92751  C2 1.097
11 H -1.45843 1.36088 -4.32015  C3 1.100
12 H -1.56990 2.50138 -3.00948  C3 1.094
13 H -2.08174 0.58453 -1.44596  C4 1.094
14 H -2.05235 -0.51955 -2.81075  C4 1.099
15 H -4.37738 0.16551 -2.18364  C5 1.094
16 H -3.96811 1.82755 -2.53300  C5 1.097
17 H -5.18426 0.52035 -4.45534  C6 1.091
18 H -3.71351 1.37085 -4.92415  C6 1.092
19 H -3.66601 -0.36357 -4.64858  C6 1.095
20 C 3.76322 1.77529 2.52552  O21 1.411, H29 1.088, H30 1.096, H31 1.096
21 O 3.95158 0.45485 2.06612  C20 1.411, C22 1.422
22 C 2.76858 -0.16392 1.57526  O21 1.422, C23 1.510, H32 1.095, H33 1.094
23 C 2.92614 -0.52152 0.11654  C22 1.510, N24 1.448, H34 1.096, H35 1.101
24 N 3.10324 0.66389 -0.69665  C23 1.448, C25 1.450, H36 1.013
25 C 3.32921 0.40272 -2.10514  N24 1.450, C26 1.524, H37 1.092, H38 1.098
26 C 4.59115 -0.35813 -2.49553  C25 1.524, O27 1.416, H39 1.093, H40 1.097
27 O 5.78030 0.35061 -2.19723  C26 1.416, C28 1.412
28 C 6.37794 0.03017 -0.95851  O27 1.412, H41 1.096, H42 1.095, H43 1.089
29 H 4.72523 2.12579 2.89445  C20 1.088
30 H 3.41420 2.44469 1.73112  C20 1.096
31 H 3.03485 1.81542 3.34359  C20 1.096
32 H 1.91460 0.50579 1.71752  C22 1.095
33 H 2.59152 -1.07705 2.15182  C22 1.094
34 H 2.01975 -1.04285 -0.21300  C23 1.096
35 H 3.75669 -1.23950 0.03779  C23 1.101
36 H 3.85383 1.22947 -0.31995  N24 1.013
37 H 3.33185 1.35702 -2.63642  C25 1.092
38 H 2.47250 -0.17376 -2.47800  C25 1.098
39 H 4.57409 -0.50694 -3.57779  C26 1.093
40 H 4.62593 -1.34659 -2.02167  C26 1.097
41 H 6.32536 -1.04647 -0.76104  C28 1.096
42 H 5.91308 0.54465 -0.11162  C28 1.095
43 H 7.42457 0.32490 -1.01692  C28 1.089
44 C -4.32167 -0.04293 5.13800  O45 1.411, H53 1.088, H54 1.096, H55 1.096
45 O -3.08277 -0.67453 4.90159  C44 1.411, C46 1.422
46 C -3.18654 -2.04321 4.52859  O45 1.422, C47 1.512, H56 1.094, H57 1.094
47 C -2.52932 -2.25849 3.18382  C46 1.512, N48 1.449, H58 1.095, H59 1.100
48 N -3.22683 -1.50308 2.16220  C47 1.449, C49 1.454, H60 1.012
49 C -2.66064 -1.58631 0.82578  N48 1.454, C50 1.523, H61 1.093, H62 1.096
50 C -1.25352 -1.03634 0.62976  C49 1.523, O51 1.416, H63 1.093, H64 1.098
51 O -1.16361 0.36797 0.78999  C50 1.416, C52 1.412
52 C -0.95214 0.84655 2.10166  O51 1.412, H65 1.095, H66 1.094, H67 1.091
53 H -4.10621 0.98096 5.43751  C44 1.088
54 H -4.95722 -0.03341 4.24531  C44 1.096
55 H -4.87798 -0.53697 5.94240  C44 1.096
56 H -4.23928 -2.33680 4.47506  C46 1.094
57 H -2.68960 -2.65387 5.28749  C46 1.094
58 H -2.57901 -3.32392 2.93518  C47 1.095
59 H -1.46359 -2.00213 3.28113  C47 1.100
60 H -3.29428 -0.53512 2.45139  N48 1.012
61 H -3.32570 -1.05475 0.14053  C49 1.093
62 H -2.65729 -2.63743 0.51566  C49 1.096
63 H -0.94931 -1.23280 -0.40160  C50 1.093
64 H -0.53002 -1.53200 1.29008  C50 1.098
65 H -0.42984 0.11042 2.72161  C52 1.095
66 H -1.88100 1.11944 2.61200  C52 1.094
67 H -0.33436 1.74179 2.02013  C52 1.091

---

Arrangement x

Computed, not measured: 3 unconnected molecules or ions with the total composition C17H43BN2O4, with ωB97M-V/def2-TZVPD.

- Kohn-Sham gap: 9.2 eV
- HOMO energy: -0.3165 hartree
- LUMO level: 0.6 eV
- SMILES string: B[C@H](C)CCC.COCCNCCOC.COCCNCCOC

Last columns: bonded neighbours and bond lengths (Å).
Element x y z (Å)
1 B 3.69101 -2.78839 -4.51293  C2 1.559, H7 1.196, H8 1.194
2 C 3.03870 -1.74068 -5.46585  B1 1.559, C3 1.552, C4 1.535, H9 1.093
3 C 3.98565 -0.51432 -5.37862  C2 1.552, H10 1.089, H11 1.091, H12 1.094
4 C 1.63226 -1.31190 -5.02640  C2 1.535, C5 1.527, H13 1.094, H14 1.099
5 C 0.56593 -2.39319 -5.18519  C4 1.527, C6 1.536, H15 1.094, H16 1.091
6 C -0.85083 -1.80348 -5.24774  C5 1.536, H17 1.092, H18 1.090, H19 1.090
7 H 4.38874 -3.64386 -4.97198  B1 1.196
8 H 3.55345 -2.70877 -3.32981  B1 1.194
9 H 3.02134 -2.11018 -6.49403  C2 1.093
10 H 3.53968 0.34528 -5.87607  C3 1.089
11 H 4.96170 -0.74348 -5.80833  C3 1.091
12 H 4.16140 -0.27180 -4.32667  C3 1.094
13 H 1.65906 -0.94433 -3.99627  C4 1.094
14 H 1.34987 -0.44703 -5.64221  C4 1.099
15 H 0.60121 -3.04774 -4.30875  C5 1.094
16 H 0.73952 -3.00153 -6.07423  C5 1.091
17 H -0.86831 -0.86746 -5.81040  C6 1.092
18 H -1.20995 -1.55929 -4.24756  C6 1.090
19 H -1.52229 -2.51893 -5.72255  C6 1.090
20 C -3.01375 1.86904 1.68757  O21 1.418, H29 1.084, H30 1.093, H31 1.095
21 O -3.82238 1.86850 0.52244  C20 1.418, C22 1.418
22 C -3.89323 3.10547 -0.16774  O21 1.418, C23 1.515, H32 1.095, H33 1.094
23 C -3.10172 3.06498 -1.45902  C22 1.515, N24 1.457, H34 1.095, H35 1.098
24 N -1.66897 3.01440 -1.20074  C23 1.457, C25 1.459, H36 1.011
25 C -0.83667 2.67510 -2.34997  N24 1.459, C26 1.526, H37 1.093, H38 1.095
26 C -1.07208 1.35214 -3.07280  C25 1.526, O27 1.415, H39 1.094, H40 1.097
27 O -0.69810 0.19833 -2.34320  C26 1.415, C28 1.416
28 C -1.62790 -0.22885 -1.36478  O27 1.416, H41 1.093, H42 1.093, H43 1.091
29 H -3.24296 0.96874 2.24519  C20 1.084
30 H -1.94865 1.85574 1.44452  C20 1.093
31 H -3.22922 2.73914 2.31609  C20 1.095
32 H -3.56113 3.93229 0.46810  C22 1.095
33 H -4.94495 3.27404 -0.41637  C22 1.094
34 H -3.32461 3.96392 -2.04283  C23 1.095
35 H -3.46048 2.19817 -2.02956  C23 1.098
36 H -1.48876 2.34885 -0.46186  N24 1.011
37 H 0.20023 2.67132 -2.00430  C25 1.093
38 H -0.92012 3.48310 -3.08489  C25 1.095
39 H -0.42810 1.35543 -3.95659  C26 1.094
40 H -2.09974 1.25431 -3.44517  C26 1.097
41 H -2.66008 -0.06794 -1.68638  C28 1.093
42 H -1.46434 0.26500 -0.40315  C28 1.093
43 H -1.47209 -1.29775 -1.21405  C28 1.091
44 C 2.29521 0.78997 6.99189  O45 1.413, H53 1.089, H54 1.096, H55 1.094
45 O 2.69306 0.04436 5.85997  C44 1.413, C46 1.421
46 C 2.55140 -1.36391 5.98568  O45 1.421, C47 1.514, H56 1.094, H57 1.093
47 C 1.40958 -1.89528 5.14469  C46 1.514, N48 1.456, H58 1.094, H59 1.098
48 N 0.11566 -1.48464 5.67245  C47 1.456, C49 1.459, H60 1.011
49 C -1.02035 -1.70829 4.78419  N48 1.459, C50 1.526, H61 1.093, H62 1.095
50 C -1.02119 -1.06749 3.39950  C49 1.526, O51 1.416, H63 1.094, H64 1.097
51 O -1.17364 0.33989 3.38854  C50 1.416, C52 1.416
52 C -0.00161 1.08144 3.67262  O51 1.416, H65 1.093, H66 1.093, H67 1.091
53 H 2.68783 1.79820 6.87029  C44 1.089
54 H 1.20533 0.85774 7.08504  C44 1.096
55 H 2.70155 0.36351 7.91336  C44 1.094
56 H 2.43322 -1.65322 7.03438  C46 1.094
57 H 3.47884 -1.80977 5.61656  C46 1.093
58 H 1.45881 -2.98866 5.13932  C47 1.094
59 H 1.57571 -1.54832 4.11639  C47 1.098
60 H 0.15260 -0.50432 5.91565  N48 1.011
61 H -1.90997 -1.34800 5.30682  C49 1.093
62 H -1.14740 -2.78848 4.65576  C49 1.095
63 H -1.89825 -1.45497 2.87324  C50 1.094
64 H -0.14892 -1.35833 2.80113  C50 1.097
65 H 0.89195 0.60158 3.26564  C52 1.093
66 H 0.12674 1.24345 4.74592  C52 1.093
67 H -0.11451 2.06113 3.20604  C52 1.091

---

Most stable pick: arrangement w. Distance to second place: 7.0 kcal/mol.

---

Arrangement w

Computed, not measured: 3 unconnected molecules or ions with the total composition C3H10O3S, with ωB97M-V/def2-TZVPD.

- Kohn-Sham gap: 9.7 eV
- HOMO energy: -0.3434 hartree
- LUMO level: 0.3 eV
- SMILES string: O=CCCS.O.O

Last columns: bonded neighbours and bond lengths (Å).
Element x y z (Å)
1 O -0.93499 -1.75906 0.59766  C2 1.205
2 C -1.50122 -0.71674 0.38320  O1 1.205, C3 1.501, H6 1.133
3 C -0.77392 0.35619 -0.37443  C2 1.501, C4 1.564, H7 1.143, H8 1.098
4 C -1.15045 0.36419 -1.89262  C3 1.564, S5 1.903, H9 1.101, H10 1.064
5 S 0.07668 1.50868 -2.79080  C4 1.903, H11 1.334
6 H -2.54761 -0.55385 0.78710  C2 1.133
7 H 0.29612 -0.03472 -0.46313  C3 1.143
8 H -0.99081 1.30623 0.13121  C3 1.098
9 H -1.16544 -0.68126 -2.23866  C4 1.101
10 H -2.08051 0.79466 -2.17869  C4 1.064
11 H 1.10011 0.70170 -2.50605  S5 1.334
12 H 3.40707 -0.53305 -0.04181  O14 0.958
13 H 2.61427 0.68511 0.41694  O14 0.962
14 O 3.29574 0.40490 -0.20197  H12 0.958, H13 0.962
15 H 0.59726 -0.19343 2.99376  O17 0.957
16 H -0.15630 -1.30541 3.73162  O17 0.968
17 O -0.08599 -0.34414 3.64667  H15 0.957, H16 0.968

---

Arrangement x

Computed, not measured: 3 unconnected molecules or ions with the total composition C3H10O3S, with ωB97M-V/def2-TZVPD.

- Kohn-Sham gap: 9.9 eV
- HOMO energy: -0.3466 hartree
- LUMO level: 0.4 eV
- SMILES string: O=CCCS.O.O

Last columns: bonded neighbours and bond lengths (Å).
Element x y z (Å)
1 O -2.15796 1.29582 -1.05657  C2 1.206
2 C -1.35935 0.57498 -1.60052  O1 1.206, C3 1.495, H6 1.102
3 C -0.06827 0.10262 -1.01436  C2 1.495, C4 1.523, H7 1.099, H8 1.096
4 C 0.57538 1.03716 0.00112  C3 1.523, S5 1.862, H9 1.084, H10 1.086
5 S 0.97130 0.09899 1.56027  C4 1.862, H11 1.326
6 H -1.52896 0.27766 -2.64832  C2 1.102
7 H 0.67339 -0.07660 -1.80519  C3 1.099
8 H -0.16508 -0.93409 -0.67304  C3 1.096
9 H 1.51833 1.41497 -0.37622  C4 1.084
10 H -0.11004 1.83145 0.28027  C4 1.086
11 H 1.84924 0.99990 1.98063  S5 1.326
12 H -2.50373 -1.43727 0.92125  O14 0.974
13 H -2.87523 -0.07954 0.84312  O14 0.973
14 O -3.18845 -0.86896 1.31826  H12 0.974, H13 0.973
15 H 4.39237 -1.85624 -0.68297  O17 0.960
16 H 2.80342 -1.98742 -0.63071  O17 0.954
17 O 3.55529 -1.62045 -1.09012  H15 0.960, H16 0.954

---

Most stable pick: arrangement x. Distance to second place: 3.0 kcal/mol.